(1)
Below is a molecular structure, C32H53FN3O3PPtSi in a non-equilibrium geometry, with properties calculated with ωB97M-V/def2-TZVPD.

The geometry in XYZ format:
```
95
Properties=species:S:1:pos:R:3:lowdin_charge:R:1
Pt -0.093 0.852 0.491 0.866
C -4.213 4.305 -2.666 -0.082
C -3.301 3.879 -3.814 -0.193
C -2.628 2.535 -3.502 -0.313
C -1.692 2.109 -4.654 -0.168
C -1.058 0.741 -4.425 -0.075
C -3.690 1.471 -3.347 -0.464
O -4.625 1.326 -4.122 0.045
N -3.512 0.655 -2.289 0.204
C -2.474 0.740 -1.311 -0.562
O -2.452 -0.164 -0.493 -0.008
N -1.653 1.779 -1.327 0.125
C -1.715 2.733 -2.261 -0.487
O -1.042 3.754 -2.227 0.020
H -4.681 5.265 -2.883 0.064
H -3.635 4.398 -1.749 0.079
H -4.999 3.568 -2.508 0.072
H -2.513 4.622 -3.948 0.110
H -3.882 3.794 -4.736 0.110
H -0.907 2.866 -4.729 0.116
H -2.262 2.098 -5.589 0.115
H -0.508 0.721 -3.487 0.074
H -0.359 0.512 -5.229 0.069
H -1.816 -0.043 -4.399 0.076
H -4.152 -0.120 -2.160 0.153
F 4.891 1.472 -4.267 -0.015
C 4.027 1.629 -3.194 -0.276
C 4.426 1.213 -1.935 -0.049
C 3.594 1.438 -0.864 -0.059
C 2.338 2.081 -1.007 -0.313
C 1.503 2.369 0.113 -0.210
C 1.983 2.484 -2.318 -0.030
C 2.809 2.265 -3.391 -0.034
H 5.384 0.723 -1.809 0.106
H 3.899 1.124 0.124 0.102
H 0.792 3.182 -0.043 0.044
H 2.030 2.421 1.067 0.042
H 1.044 3.002 -2.451 0.086
H 2.543 2.606 -4.382 0.105
C -1.924 1.379 6.261 -0.211
Si -2.325 2.482 4.735 0.434
C -1.831 4.263 5.264 -0.209
C -4.241 2.510 4.585 -0.209
C -1.505 1.897 3.217 -0.283
C -0.991 1.500 2.176 -0.334
H -2.468 1.672 7.157 0.005
H -0.863 1.422 6.488 0.010
H -2.165 0.341 6.050 0.011
H -2.333 4.592 6.171 0.007
H -2.070 4.973 4.479 0.012
H -0.762 4.326 5.437 0.010
H -4.738 2.768 5.517 0.006
H -4.608 1.539 4.268 0.012
H -4.550 3.228 3.832 0.012
C -0.203 -4.814 0.909 -0.095
C -0.273 -3.399 0.341 -0.585
C -1.409 -2.622 1.006 -0.120
C -0.610 -3.460 -1.147 -0.115
P 1.315 -2.237 0.435 0.806
N 1.104 -0.810 -0.043 -0.393
C 1.961 -2.382 2.283 -0.594
C 2.871 -1.173 2.480 -0.119
C 2.663 -3.672 2.699 -0.096
C 0.770 -2.148 3.211 -0.108
C 2.678 -3.009 -0.735 -0.590
C 2.354 -2.470 -2.127 -0.120
C 2.846 -4.525 -0.783 -0.098
C 4.001 -2.355 -0.340 -0.115
H -1.155 -5.317 0.720 0.077
H -0.043 -4.801 1.984 0.051
H 0.586 -5.400 0.444 0.052
H -2.359 -2.842 0.518 0.075
H -1.236 -1.545 0.899 0.021
H -1.520 -2.857 2.060 0.060
H -1.634 -3.812 -1.298 0.076
H 0.049 -4.135 -1.689 0.050
H -0.531 -2.456 -1.564 0.073
H 3.857 -1.320 2.053 0.052
H 2.992 -0.952 3.542 0.074
H 2.392 -0.317 2.002 0.049
H 3.593 -3.821 2.155 0.051
H 2.026 -4.539 2.545 0.054
H 2.906 -3.618 3.763 0.075
H 0.212 -1.269 2.881 0.063
H 1.127 -1.961 4.227 0.077
H 0.110 -3.009 3.256 0.052
H 1.563 -3.029 -2.618 0.054
H 3.237 -2.505 -2.768 0.073
H 2.039 -1.434 -2.019 0.053
H 1.973 -5.011 -1.214 0.053
H 3.027 -4.940 0.206 0.057
H 3.702 -4.777 -1.417 0.075
H 3.828 -1.288 -0.222 0.050
H 4.748 -2.497 -1.126 0.076
H 4.414 -2.769 0.578 0.052
```

Its charge is -2. As for the spin multiplicity: 1. The calculation puts the HOMO-LUMO gap (alpha / beta) at 4.87 / 4.72 eV. The calculation puts the LUMO energy (alpha / beta) at 4.41 / 4.40 eV. The value obtained for the HOMO energy (alpha / beta) is -0.46 / -0.31 eV.

(2)
Below is a molecular structure, C32H53N4O5S in a non-equilibrium geometry, with properties calculated with ωB97M-V/def2-TZVPD.

The geometry in XYZ format:
```
95
Properties=species:S:1:pos:R:3:lowdin_charge:R:1
C 7.686 -1.663 -0.764 -0.142
C 6.150 -1.311 -0.863 -0.270
C 5.768 -0.326 -2.037 -0.184
C 4.231 -0.434 -2.493 -0.131
C 3.251 0.304 -1.525 -0.033
C 2.617 1.614 -1.897 0.035
C 2.864 2.291 -3.296 -0.659
O 2.581 1.592 -4.306 -0.076
O 3.296 3.508 -3.444 -0.098
C 1.681 2.398 -0.949 -0.105
C 1.055 3.798 -1.342 -0.067
C 1.358 1.876 0.413 -0.281
N 0.586 2.406 1.444 -0.253
S 0.626 1.242 2.686 0.891
N 1.638 0.036 2.047 -0.231
C 1.964 0.512 0.787 -0.246
C 2.889 -0.249 -0.167 -0.141
O 3.359 -1.485 0.328 -0.124
C 2.304 -2.453 0.058 -0.235
C 2.517 -3.227 -1.311 -0.086
H 7.840 -2.143 0.255 0.068
H 8.050 -2.413 -1.518 0.064
H 8.366 -0.758 -0.767 0.071
H 5.859 -0.790 0.103 0.108
H 5.545 -2.264 -0.876 0.092
H 6.377 -0.613 -2.948 0.107
H 6.056 0.741 -1.790 0.123
H 3.969 -1.506 -2.697 0.094
H 4.178 0.096 -3.494 0.105
H 1.809 4.604 -1.087 0.091
H 0.787 3.786 -2.433 0.073
H 0.119 3.903 -0.714 0.065
H 1.287 -1.953 -0.028 0.122
H 2.191 -3.182 0.919 0.122
H 2.206 -2.530 -2.150 0.071
H 1.831 -4.125 -1.413 0.078
H 3.596 -3.556 -1.423 0.073
C -3.793 0.893 -7.319 -0.042
C -3.626 0.469 -5.834 -0.478
C -3.406 1.705 -4.938 -0.142
C -1.995 2.284 -4.982 -0.178
C -0.952 1.194 -4.775 -0.131
C -1.122 0.026 -5.755 -0.482
N -2.513 -0.524 -5.744 -0.063
O -2.672 -1.216 -4.615 -0.027
C -0.738 0.504 -7.174 -0.041
C -0.073 -1.058 -5.444 -0.039
C -4.997 -0.129 -5.450 -0.058
H -3.342 0.166 -7.999 0.080
H -4.844 0.947 -7.614 0.072
H -3.363 1.873 -7.527 0.072
H -3.623 1.441 -3.895 0.121
H -4.123 2.489 -5.206 0.121
H -1.826 2.803 -5.932 0.103
H -1.892 3.046 -4.204 0.112
H 0.049 1.625 -4.874 0.113
H -1.020 0.831 -3.741 0.130
H -0.883 -0.291 -7.911 0.086
H 0.316 0.792 -7.207 0.094
H -1.291 1.380 -7.509 0.055
H -0.141 -1.426 -4.418 0.076
H 0.937 -0.658 -5.562 0.085
H -0.176 -1.910 -6.121 0.084
H -5.212 -1.036 -6.022 0.088
H -5.796 0.589 -5.652 0.080
H -5.065 -0.369 -4.388 0.074
C -4.193 -0.256 7.628 -0.039
C -2.819 -0.684 8.212 -0.477
C -1.971 0.554 8.568 -0.141
C -1.305 1.239 7.378 -0.181
C -0.564 0.228 6.513 -0.136
C -1.464 -0.939 6.074 -0.485
N -2.147 -1.591 7.233 -0.062
O -1.237 -2.307 7.895 -0.023
C -2.502 -0.417 5.056 -0.040
C -0.631 -1.945 5.256 -0.036
C -3.171 -1.388 9.541 -0.055
H -4.527 -0.938 6.842 0.082
H -4.983 -0.278 8.382 0.075
H -4.180 0.757 7.222 0.073
H -1.177 0.261 9.268 0.122
H -2.588 1.285 9.101 0.123
H -2.049 1.781 6.785 0.104
H -0.605 1.996 7.743 0.114
H -0.150 0.736 5.636 0.091
H 0.300 -0.152 7.073 0.128
H -3.188 -1.211 4.749 0.092
H -2.006 -0.049 4.155 0.069
H -3.097 0.418 5.422 0.058
H 0.226 -2.330 5.812 0.081
H -0.231 -1.470 4.358 0.071
H -1.243 -2.794 4.939 0.090
H -3.746 -2.301 9.368 0.090
H -3.771 -0.730 10.173 0.082
H -2.284 -1.645 10.123 0.075
```

Its charge is -1. As for the spin multiplicity: 3. The calculation puts the HOMO-LUMO gap (alpha / beta) at 6.37 / 6.23 eV. The calculation puts the LUMO energy (alpha / beta) at 1.57 / 1.42 eV. The value obtained for the HOMO energy (alpha / beta) is -4.81 / -4.81 eV.